Molecular formula: C31H35BCl44IN5O2
Method: DFT, ωB97M-V/def2-TZVPD

Structure (XYZ):
```
119
Properties=species:S:1:pos:R:3
C 3.007 2.599 3.070
O 1.919 1.648 3.252
B 2.451 0.392 3.413
O 3.460 0.192 4.297
C 1.975 -0.886 2.543
C 2.961 -1.902 2.841
N 3.709 -2.772 2.938
C 2.035 -0.517 1.061
C 2.253 -1.692 0.130
C 2.235 -1.177 -1.317
C 3.394 -1.634 -2.173
N 2.918 -2.515 -3.256
C 2.162 -3.596 -2.739
N 0.979 -3.732 -3.124
N 2.745 -4.466 -1.796
C 0.565 -1.447 2.980
I 0.273 -0.830 5.081
C 0.530 -2.878 3.038
N 0.336 -4.015 3.091
C -0.568 -0.855 2.162
C -0.879 -1.637 0.881
C -2.234 -1.220 0.319
C -3.040 -2.468 -0.050
C -2.131 -0.369 -0.959
C -0.813 0.329 -1.129
C -0.505 1.368 -0.108
C 0.595 2.041 -0.189
C 0.944 3.069 0.834
C 1.598 1.814 -1.268
H 3.844 2.115 2.591
H 2.688 3.418 2.453
H 3.328 2.911 4.037
H 3.235 0.513 5.173
H 2.911 0.106 0.931
H 1.204 0.094 0.753
H 3.242 -2.070 0.296
H 1.518 -2.463 0.290
H 2.315 -0.103 -1.262
H 1.292 -1.381 -1.798
H 4.149 -2.155 -1.591
H 3.906 -0.800 -2.613
H 3.711 -2.894 -3.757
H 0.554 -4.548 -2.693
H 3.575 -4.077 -1.375
H 2.072 -4.605 -1.061
H -0.339 0.190 2.017
H -1.458 -0.875 2.760
H -0.922 -2.690 1.097
H -0.089 -1.513 0.160
H -2.828 -0.721 1.068
H -2.400 -3.052 -0.699
H -3.251 -3.092 0.802
H -3.916 -2.223 -0.624
H -2.913 0.372 -0.914
H -2.378 -0.976 -1.813
H 0.002 -0.372 -1.203
H -0.831 0.822 -2.091
H -1.168 1.512 0.716
H 0.999 2.633 1.813
H 1.905 3.492 0.626
H 0.224 3.868 0.789
H 1.332 2.423 -2.120
H 2.558 2.154 -0.929
H 1.665 0.784 -1.550
C -1.040 -3.409 -6.378
Cl -1.618 -4.844 -5.526
Cl -1.349 -1.980 -5.376
Cl 0.681 -3.567 -6.706
Cl -1.908 -3.246 -7.911
C -4.721 -2.096 4.308
Cl -5.861 -2.293 2.982
Cl -5.397 -2.771 5.791
Cl -3.228 -2.956 3.914
Cl -4.390 -0.378 4.549
C 2.730 0.244 -6.433
Cl 1.204 -0.305 -5.751
Cl 2.447 1.617 -7.508
Cl 3.825 0.738 -5.131
Cl 3.472 -1.074 -7.351
C -0.074 4.600 5.199
Cl -0.868 5.071 6.704
Cl 1.641 4.286 5.520
Cl -0.848 3.160 4.554
Cl -0.213 5.948 4.056
C 3.073 -4.352 -10.732
Cl 1.512 -4.009 -9.990
Cl 3.049 -5.966 -11.446
Cl 3.407 -3.157 -11.988
Cl 4.336 -4.274 -9.497
C -5.206 3.824 2.141
Cl -5.106 2.078 2.380
Cl -3.733 4.562 2.767
Cl -5.358 4.183 0.419
Cl -6.609 4.458 3.004
C -1.076 8.811 0.475
Cl -0.712 10.535 0.423
Cl -2.822 8.570 0.388
Cl -0.301 8.005 -0.893
Cl -0.470 8.141 1.997
C -7.079 -5.993 1.607
Cl -5.665 -5.394 2.468
Cl -7.808 -4.647 0.717
Cl -6.592 -7.262 0.480
Cl -8.252 -6.648 2.752
C -5.542 -4.969 -3.255
Cl -4.628 -3.824 -4.242
Cl -5.066 -6.617 -3.673
Cl -5.205 -4.676 -1.550
Cl -7.270 -4.761 -3.555
C 7.012 -0.229 3.855
Cl 6.376 -1.638 4.692
Cl 6.658 1.231 4.788
Cl 8.760 -0.389 3.663
Cl 6.259 -0.099 2.257
C -0.607 11.625 4.389
Cl -2.040 10.593 4.411
Cl 0.841 10.630 4.572
Cl -0.535 12.491 2.853
Cl -0.696 12.783 5.718
```

Calculated values
E_tot: -604019.6052 eV
LUMO: -0.60 eV
E_HOMO: -9.07 eV
Multiplicity: 1

=====

Molecular formula: C5H36NO14
Method: DFT, ωB97M-V/def2-TZVPD

Structure (XYZ):
```
56
Properties=species:S:1:pos:R:3
N -0.897 -1.314 1.887
C -0.348 -1.410 3.249
C 0.736 -0.419 3.461
C 0.996 0.194 2.038
C -0.128 -0.373 1.119
C 0.584 -1.086 -0.040
O 1.301 -0.205 -0.848
H -1.839 -0.978 2.017
H -1.134 -1.460 4.014
H 0.050 -2.471 3.357
H 0.459 0.357 4.182
H 1.590 -0.862 4.028
H 1.116 1.274 1.994
H 1.965 -0.129 1.660
H -0.739 0.525 0.860
H 1.345 -1.715 0.468
H -0.047 -1.663 -0.729
H -2.028 2.624 0.588
H -2.751 2.809 1.743
O -1.866 3.082 1.439
H 2.691 -0.706 -1.398
H 3.715 -1.883 -1.536
O 3.584 -0.959 -1.769
H -2.695 -2.575 -0.821
H -1.735 -3.876 -0.754
O -2.608 -3.508 -1.019
H -4.322 0.862 0.207
H -2.909 0.855 0.002
O -3.529 0.903 0.764
H 1.744 1.277 -0.374
H 2.803 2.304 -1.155
O 2.125 2.256 -0.467
H -3.117 0.233 -1.766
H -3.987 -0.902 -2.395
O -4.012 -0.068 -1.918
H -0.278 2.975 -2.064
H 1.155 3.047 -1.527
O 0.551 3.441 -2.223
H 4.457 0.438 -0.892
H 3.720 1.510 0.004
O 4.472 1.354 -0.572
H -1.424 1.243 -1.903
H -2.636 2.015 -2.266
O -2.123 1.809 -1.470
H 0.918 -2.297 -2.193
H -0.191 -3.401 -2.225
O 0.759 -3.257 -2.150
H 0.546 0.331 -1.907
H 0.132 0.555 -3.483
O -0.222 0.141 -2.690
H 0.834 3.290 2.207
H 1.837 3.177 1.056
O 1.727 3.606 1.928
H -0.409 -3.198 0.744
H 0.313 -3.810 -0.614
O -0.253 -3.958 0.156
```

Calculated values
Energy relative to the best compared isomer or geometry (same formula, charge and spin): 42.9 kcal/mol
E_tot: -35926.7714 eV
LUMO: 2.43 eV
E_HOMO: -6.56 eV
Multiplicity: 1
Charge: -1

=====

Molecular formula: C8H22O2Si2
Method: DFT, ωB97M-V/def2-TZVPD

Structure (XYZ):
```
34
Properties=species:S:1:pos:R:3
O -2.352 0.396 0.348
O 0.547 0.968 0.633
C -1.583 1.271 -0.473
C -0.480 1.880 0.313
C -1.352 -2.154 -0.968
C -0.648 -1.265 1.890
C -3.576 -2.093 1.092
C 2.817 2.476 0.037
C 3.062 -0.462 0.153
C 1.528 0.768 -2.056
Si -1.958 -1.222 0.514
Si 1.921 0.913 -0.280
H -2.348 2.030 -0.843
H -1.263 0.730 -1.384
H -0.958 2.373 1.213
H -0.013 2.668 -0.271
H -1.318 -3.216 -0.710
H -0.357 -1.708 -1.159
H -2.040 -2.002 -1.796
H -0.602 -0.272 2.335
H -0.741 -2.037 2.655
H 0.321 -1.472 1.393
H -4.071 -1.362 1.767
H -4.205 -2.176 0.178
H -3.495 -3.109 1.547
H 2.771 2.921 1.035
H 3.871 2.280 -0.096
H 2.444 3.151 -0.749
H 3.946 -0.485 -0.426
H 3.385 -0.450 1.225
H 2.477 -1.438 -0.058
H 1.142 1.643 -2.537
H 2.371 0.425 -2.551
H 0.755 0.028 -1.970
```

Calculated values
Energy relative to the best compared isomer or geometry (same formula, charge and spin): 0.0 kcal/mol
E_tot: -28505.9200 eV
LUMO: 0.79 eV
E_HOMO: -9.56 eV
Multiplicity: 1
SMILES: C[Si](C)(C)OCCO[Si](C)(C)C

=====

no.,Kohn-Sham gap (eV)
1,8.4673
2,8.9872
3,10.3509